(1)
{
  "formula": "C4H8O4",
  "method": "wB97M-V/def2-TZVPD",
  "elements": ["O", "O", "C", "C", "H", "H", "H", "H", "O", "O", "C", "C", "H", "H", "H", "H"],
  "positions_angstrom": [[-3.6302, 0.7042, -2.4809], [-3.6680, -0.4985, -4.4557], [-3.1698, -0.1901, -3.2000], [-2.2046, -1.2130, -2.7326], [-4.3598, 0.1948, -4.6370], [-2.6550, -2.2187, -2.6833], [-1.8340, -0.9439, -1.7292], [-1.3484, -1.2447, -3.4271], [2.4674, 0.6373, 4.8402], [3.1648, -0.7582, 3.2852], [2.8061, 0.4202, 3.7007], [2.7558, 1.4285, 2.5836], [3.3714, -1.3423, 4.0651], [3.5598, 1.1491, 1.8821], [2.9479, 2.4512, 2.9496], [1.7966, 1.4241, 2.0392]],
  "largest_force_ev_per_a": 3.00,
  "smiles": "CC(=O)O.CC(=O)O",
  "mol_weight_g_mol": 120.10
}

---

(2)
{
  "formula": "C29H21CsF3N6O5S",
  "method": "wB97M-V/def2-TZVPD",
  "elements": ["Cs", "C", "O", "C", "C", "C", "C", "C", "C", "N", "N", "C", "C", "C", "C", "O", "C", "N", "C", "C", "C", "C", "H", "H", "H", "H", "H", "H", "H", "H", "H", "H", "H", "H", "F", "C", "F", "F", "S", "O", "O", "O", "N", "C", "C", "C", "C", "C", "C", "N", "C", "C", "C", "C", "N", "C", "C", "H", "H", "H", "H", "H", "H", "H", "H", "H"],
  "positions_angstrom": [[-1.7808, -3.7651, -2.0100], [7.5997, -0.1588, 0.2267], [7.7514, -0.9435, 1.3892], [6.6397, -1.1136, 2.1715], [6.7681, -2.0032, 3.2329], [5.6904, -2.2563, 4.0616], [4.4608, -1.6497, 3.8262], [4.3535, -0.7223, 2.8005], [5.4329, -0.4538, 1.9697], [3.3653, -1.9091, 4.7080], [2.2717, -2.3467, 4.2815], [1.9954, -2.7500, 2.9714], [2.8940, -3.2499, 2.0225], [2.5013, -3.6822, 0.7761], [1.1491, -3.6461, 0.3383], [0.7821, -4.0163, -0.8005], [0.1813, -3.1595, 1.3413], [-1.1196, -3.1293, 0.9665], [-2.0297, -2.7546, 1.8348], [-1.7163, -2.3745, 3.1497], [-0.4052, -2.3633, 3.5377], [0.6029, -2.7610, 2.6302], [8.5508, -0.2035, -0.2981], [7.3737, 0.8837, 0.4696], [6.8109, -0.5535, -0.4203], [7.7209, -2.4936, 3.3862], [5.7805, -2.9561, 4.8831], [3.4018, -0.2380, 2.6218], [5.3122, 0.2563, 1.1641], [3.9411, -3.3399, 2.2693], [3.2327, -4.0836, 0.0857], [-3.0612, -2.7513, 1.4914], [-2.5060, -2.0907, 3.8337], [-0.1144, -2.0641, 4.5350], [-6.0821, -0.9691, -2.7357], [-5.5804, -1.8088, -1.8218], [-6.4390, -1.8538, -0.7955], [-4.4364, -1.2562, -1.3588], [-5.2571, -3.4854, -2.5155], [-6.5498, -3.9266, -2.9616], [-4.7004, -4.1789, -1.3653], [-4.2741, -3.2134, -3.5512], [-3.1568, 3.8949, -1.3088], [-3.3573, 5.2439, -1.5060], [-4.1265, 6.1917, -0.8397], [-4.0783, 7.4837, -1.3270], [-3.2902, 7.8199, -2.4390], [-2.5307, 6.8722, -3.0955], [-2.5689, 5.5618, -2.6213], [-1.9228, 4.4305, -3.0887], [-2.2988, 3.4698, -2.2908], [-1.8791, 2.0669, -2.4086], [-1.9915, 1.1688, -1.3563], [-1.6127, -0.1486, -1.5626], [-1.1316, -0.6050, -2.7145], [-1.0103, 0.2700, -3.7129], [-1.3653, 1.6028, -3.6142], [-3.6394, 3.3037, -0.6558], [-4.7341, 5.9357, 0.0185], [-4.6609, 8.2552, -0.8404], [-3.2824, 8.8452, -2.7855], [-1.9223, 7.1248, -3.9537], [-2.3613, 1.4637, -0.3828], [-1.7090, -0.8704, -0.7578], [-0.6194, -0.1212, -4.6452], [-1.2622, 2.2758, -4.4533]],
  "largest_force_ev_per_a": 0.20,
  "total_charge": -1,
  "mol_weight_g_mol": 755.49
}

---

(3)
{
  "formula": "C26H46BN5O7",
  "method": "wB97M-V/def2-TZVPD",
  "elements": ["C", "C", "O", "O", "C", "C", "C", "C", "C", "B", "O", "N", "C", "C", "C", "C", "C", "N", "C", "C", "C", "C", "C", "O", "O", "N", "C", "H", "H", "H", "H", "H", "H", "H", "H", "H", "H", "H", "H", "H", "H", "H", "H", "H", "H", "H", "H", "H", "H", "H", "H", "C", "C", "C", "O", "C", "N", "H", "H", "H", "H", "H", "H", "H", "H", "H", "H", "H", "C", "C", "C", "O", "C", "N", "H", "H", "H", "H", "H", "H", "H", "H", "H", "H", "H"],
  "positions_angstrom": [[1.8821, -4.5539, 1.9909], [0.7717, -5.5136, 1.5530], [0.6224, -6.5429, 2.1645], [0.0537, -5.1433, 0.4554], [-1.3576, -5.3525, 0.6039], [-2.2014, -4.0572, 0.7084], [-2.6753, -3.8931, 2.1872], [-3.0676, -2.4744, 2.5812], [-4.3469, -2.2048, 2.9320], [-5.5385, -3.2492, 2.9363], [-5.9194, -3.9138, 4.1181], [-6.3067, -3.5353, 1.7456], [-5.9974, -2.5962, 0.6450], [-7.7648, -3.3872, 2.0004], [-4.6848, -0.8557, 3.3414], [-3.7351, 0.0890, 3.3612], [-2.3905, -0.1512, 2.9617], [-1.5307, 0.9010, 2.9926], [-0.3442, 0.5514, 2.5618], [0.0389, -0.7515, 2.1519], [1.4607, -0.9976, 1.6668], [1.3615, -1.4412, 0.1741], [0.8158, -0.3233, -0.6994], [-0.0131, -0.5566, -1.5510], [1.2568, 0.9426, -0.4779], [-0.7913, -1.7721, 2.1670], [-2.0520, -1.4533, 2.5658], [2.7605, -5.1961, 2.1481], [1.6554, -4.0848, 2.9513], [2.1568, -3.8508, 1.1999], [-1.6882, -5.8770, -0.3048], [-1.6224, -6.0066, 1.4416], [-3.1089, -4.2406, 0.1112], [-1.7150, -3.1633, 0.3119], [-1.8093, -4.1586, 2.8195], [-3.4501, -4.6368, 2.4095], [-6.4485, -3.3006, 4.6455], [-6.2353, -1.5477, 0.8995], [-4.9561, -2.6594, 0.3125], [-6.6148, -2.8297, -0.2371], [-8.0900, -4.2539, 2.5866], [-8.0250, -2.4380, 2.4951], [-8.2925, -3.4373, 1.0390], [-5.7067, -0.6098, 3.6298], [-4.0055, 1.1013, 3.6614], [0.4191, 1.3339, 2.5187], [1.9969, -1.7318, 2.2690], [1.9700, -0.0253, 1.6560], [2.3657, -1.7666, -0.1435], [0.7075, -2.3074, 0.0376], [0.5353, 1.5455, -0.7089], [2.1361, 2.3252, -3.5666], [0.7811, 3.0155, -3.6960], [0.0474, 2.6885, -5.0061], [0.5486, 3.3663, -6.1441], [1.6873, 2.7706, -6.7400], [0.9714, 4.4582, -3.5196], [2.9031, 2.7939, -4.1836], [2.4885, 2.3699, -2.5356], [2.0680, 1.2719, -3.8477], [0.1516, 2.6534, -2.8764], [-0.9891, 3.0219, -4.9028], [0.0116, 1.6066, -5.1849], [1.6605, 1.6798, -6.6705], [2.6051, 3.1536, -6.2881], [1.6961, 3.0511, -7.7937], [0.0634, 4.9156, -3.5084], [1.4069, 4.8118, -4.3685], [5.1440, 5.1228, 1.2309], [5.9182, 4.0192, 0.5171], [6.2372, 4.3428, -0.9521], [5.1407, 4.1992, -1.8338], [4.2573, 5.3083, -1.8790], [5.1779, 2.7593, 0.6486], [4.0926, 5.1436, 0.9444], [5.1772, 4.9683, 2.3101], [5.5753, 6.1042, 1.0220], [6.8745, 3.9070, 1.0374], [6.9853, 3.6237, -1.2988], [6.6888, 5.3382, -1.0548], [4.7849, 6.2584, -1.7538], [3.4776, 5.2035, -1.1222], [3.7696, 5.3072, -2.8530], [5.7393, 2.0065, 0.2592], [4.3766, 2.8114, 0.0234]],
  "largest_force_ev_per_a": 2.32,
  "smiles": "CC(=O)OCCCc1c(B(O)N(C)C)ccc2ncc(CCC(=O)O)nc12.COC[C@@H](C)N.COC[C@@H](C)N",
  "mol_weight_g_mol": 551.49
}

---

(4)
{
  "formula": "C5H42O16",
  "method": "wB97M-V/def2-TZVPD",
  "elements": ["C", "C", "C", "C", "C", "H", "H", "H", "H", "H", "H", "H", "H", "H", "H", "H", "H", "O", "H", "H", "O", "H", "H", "O", "H", "H", "O", "H", "H", "O", "H", "H", "O", "H", "H", "O", "H", "H", "O", "H", "H", "O", "H", "H", "O", "H", "H", "O", "H", "H", "O", "H", "H", "O", "H", "H", "O", "H", "H", "O", "H", "H", "O"],
  "positions_angstrom": [[2.1517, -0.9830, 0.0948], [2.6584, -2.0832, 1.1247], [1.3778, -2.8424, 1.4818], [0.9102, -2.9927, 2.6932], [0.6687, -3.4702, 0.3412], [2.4049, -1.3190, -0.9208], [1.0871, -0.8001, 0.0168], [2.5522, -0.0304, 0.3658], [3.3359, -2.8261, 0.7094], [2.9744, -1.5196, 1.9616], [0.0557, -3.4473, 2.9413], [1.4329, -2.9603, 3.6182], [0.5072, -4.5867, 0.3846], [-0.3262, -2.9902, 0.0240], [1.3523, -3.4302, -0.5830], [-1.0899, 0.6135, -2.5995], [0.0623, 1.6100, -2.0640], [-0.8567, 1.4046, -2.0336], [-2.0745, -2.6410, 2.1995], [-1.6351, -1.5018, 3.0365], [-1.7572, -1.7197, 2.1283], [3.1061, 2.5972, -0.4401], [3.7724, 3.6990, -1.3512], [3.3590, 2.8844, -1.3050], [0.5004, -1.8593, -3.2464], [-0.6273, -2.0749, -2.3082], [0.3058, -2.1040, -2.3133], [-2.2748, 3.8875, -2.6835], [-1.5911, 3.1230, -1.5965], [-1.8563, 3.9948, -1.8789], [2.0538, 2.4704, 1.5156], [3.4078, 2.8488, 2.1828], [2.9993, 2.2403, 1.5527], [-3.5109, 1.9205, 1.5248], [-3.9837, 2.0518, 2.9541], [-3.3135, 2.4097, 2.3673], [-1.2472, 1.1461, -0.1739], [-1.6393, -0.0080, 0.9791], [-1.8920, 0.5179, 0.2156], [2.2218, -1.2395, -4.6908], [1.8371, -0.0053, -4.0111], [1.4689, -0.8042, -4.3481], [-4.1656, 0.4676, 0.1840], [-5.2239, -0.5520, -0.1373], [-4.8241, -0.0853, 0.5925], [0.5327, -1.4753, 4.2912], [0.6574, -0.3266, 3.2207], [0.3362, -0.4928, 4.1003], [-2.2145, -0.8413, -0.7875], [-2.2541, -2.4961, -0.6671], [-2.2161, -1.6916, -1.1887], [0.6108, 3.5993, 1.5060], [-0.3027, 2.7486, 1.0825], [0.4661, 3.1869, 0.6187], [2.5424, 1.7592, -2.2869], [2.3529, 2.0757, -3.7800], [2.0674, 1.5188, -3.1009], [-1.5295, 2.1249, 3.1352], [-0.4094, 1.0192, 3.7699], [-0.6292, 1.9058, 3.4056], [-1.0462, -0.4259, -4.5519], [-1.9493, -1.0132, -3.4106], [-1.6899, -0.1864, -3.8616]],
  "largest_force_ev_per_a": 4.05,
  "mol_weight_g_mol": 358.38
}

---

HOMO-LUMO gap for every record listed, in sequence, given in eV: 11.06 6.00 8.64 9.49.
ΔE to the lowest compared entry with this formula, charge and spin for every record listed, in sequence, given in kJ/mol: 86.07 20.02 0.00 405.79.
HOMO for every record listed, in sequence, given in eV: -10.4 -4.3 -9.0 -9.3.